One molecule with the formula C17H18F3NO4S at a distorted geometry. Source: the Open Molecules 2025 dataset; level of theory: the ωB97M-V functional and the def2-TZVPD basis.

Cartesian coordinates (Å):
C (-2.11, 3.50, 2.20)
C (-0.83, 2.81, 2.65)
C (0.37, 3.75, 2.76)
H (1.22, 3.20, 3.16)
H (0.13, 4.56, 3.45)
C (0.79, 4.38, 1.42)
N (1.19, 3.38, 0.46)
C (2.47, 3.19, 0.08)
O (3.39, 3.93, 0.37)
C (2.65, 1.97, -0.73)
C (3.77, 1.32, -1.17)
C (3.32, 0.13, -1.80)
C (1.96, 0.15, -1.70)
C (0.89, -0.83, -2.02)
H (1.29, -1.78, -2.34)
H (0.15, -0.44, -2.71)
S (0.01, -1.07, -0.41)
O (-0.80, 0.08, -0.14)
O (0.97, -1.47, 0.57)
C (-1.09, -2.46, -0.76)
C (-0.58, -3.74, -0.66)
C (-1.41, -4.81, -0.97)
C (-2.73, -4.59, -1.35)
C (-3.22, -3.30, -1.43)
C (-2.39, -2.23, -1.14)
H (-2.75, -1.21, -1.17)
H (-4.24, -3.13, -1.72)
H (-3.37, -5.43, -1.58)
C (-0.88, -6.21, -0.85)
F (0.41, -6.30, -1.23)
F (-1.56, -7.09, -1.61)
F (-0.93, -6.67, 0.41)
H (0.44, -3.89, -0.34)
O (1.55, 1.26, -1.06)
H (3.92, -0.62, -2.25)
H (4.78, 1.65, -1.05)
H (0.51, 2.66, 0.24)
H (-0.03, 4.97, 1.00)
H (1.65, 5.03, 1.57)
H (-0.61, 1.98, 1.98)
H (-1.00, 2.37, 3.64)
H (-2.33, 4.35, 2.83)
H (-2.02, 3.84, 1.17)
H (-2.95, 2.81, 2.25)

Calculated values
HOMO energy: -0.3283 hartree
F_max: 1.2 eV Å⁻¹
orbital gap: 8.9 eV
structure (SMILES): CCCCNC(=O)c1ccc(CS(=O)(=O)c2cccc(C(F)(F)F)c2)o1
energy above the lowest of the compared OMol25 structures with the same formula, charge and spin: 0.145 eV

***

One molecule with the formula C6H10O. Source: the Open Molecules 2025 dataset; level of theory: the ωB97M-V functional and the def2-TZVPD basis.

Cartesian coordinates (Å):
C (-1.23, 1.28, 1.05)
C (-0.40, 0.05, 0.63)
C (-0.96, -0.42, -0.72)
C (0.11, -1.28, -1.31)
C (1.28, -1.08, -0.70)
C (1.19, -0.12, 0.47)
O (2.03, 1.00, 0.25)
H (-1.23, 2.07, 0.29)
H (-2.28, 0.93, 1.10)
H (-1.01, 1.72, 2.02)
H (-0.61, -0.72, 1.39)
H (-1.07, 0.47, -1.36)
H (-1.95, -0.88, -0.65)
H (-0.05, -1.90, -2.18)
H (2.23, -1.48, -1.05)
H (1.56, -0.58, 1.39)
H (2.40, 0.93, -0.64)

Calculated values
HOMO energy: -0.3491 hartree
F_max: 0.5 eV Å⁻¹
orbital gap: 10.4 eV
structure (SMILES): C[C@H]1CC=C[C@H]1O
energy above the lowest of the compared OMol25 structures with the same formula, charge and spin: 0.645 eV